*w*
A 11-piece molecular cluster, C11H44N22O11 overall, computed with ωB97M-V/def2-TZVPD.

Positions of all 88 atoms, in Å:
N  -1.02  -0.43  3.21
C  -0.99  -0.71  4.53
N  -1.75  0.14  5.32
O  -0.36  -1.64  5.03
H  -1.74  0.17  2.85
H  -0.62  -1.04  2.52
H  -1.74  -0.03  6.31
H  -2.34  0.75  4.80
N  -4.49  -3.66  0.69
C  -4.19  -3.20  -0.58
N  -3.06  -2.43  -0.63
O  -4.88  -3.49  -1.54
H  -5.31  -4.25  0.68
H  -3.73  -4.01  1.24
H  -2.58  -2.23  -1.49
H  -2.54  -2.29  0.22
N  1.50  6.48  2.82
C  1.75  6.06  1.55
N  1.75  4.74  1.34
O  2.05  6.88  0.66
H  1.18  5.87  3.54
H  1.30  7.46  2.90
H  1.57  4.08  2.07
H  1.70  4.54  0.35
N  3.21  0.20  2.50
C  2.38  -0.70  3.13
N  2.04  -0.32  4.40
O  1.94  -1.69  2.56
H  3.55  0.16  1.56
H  3.54  0.94  3.09
H  2.41  0.53  4.76
H  1.23  -0.77  4.86
N  -4.10  0.64  0.83
C  -3.45  1.45  -0.05
N  -3.44  2.77  0.29
O  -2.96  1.04  -1.10
H  -4.62  1.04  1.58
H  -4.12  -0.31  0.48
H  -2.99  3.44  -0.34
H  -3.87  3.05  1.15
N  -0.97  6.21  -0.30
C  -0.62  5.06  -0.95
N  0.66  4.97  -1.35
O  -1.43  4.13  -1.14
H  -0.70  7.07  -0.75
H  -1.86  6.31  0.17
H  1.31  5.74  -1.22
H  0.82  4.16  -1.93
N  -0.95  1.86  -3.48
C  -0.44  0.88  -4.28
N  0.47  1.28  -5.18
O  -0.87  -0.27  -4.13
H  -1.76  1.77  -2.88
H  -0.63  2.81  -3.61
H  0.82  2.22  -5.12
H  0.69  0.76  -6.01
N  4.16  -2.74  1.10
C  4.91  -2.39  0.00
N  4.25  -1.51  -0.83
O  6.10  -2.64  -0.11
H  4.53  -3.49  1.66
H  3.34  -2.20  1.33
H  3.27  -1.47  -1.09
H  4.91  -1.21  -1.53
N  1.22  -3.45  -0.30
C  1.50  -4.73  0.09
N  2.25  -4.78  1.23
O  1.18  -5.74  -0.53
H  1.60  -2.63  0.14
H  0.61  -3.35  -1.10
H  2.28  -5.74  1.54
H  2.77  -4.01  1.58
N  -0.93  -3.20  -4.74
C  -0.75  -3.88  -3.58
N  -0.65  -5.24  -3.69
O  -0.59  -3.30  -2.50
H  -1.07  -3.75  -5.56
H  -1.10  -2.22  -4.59
H  -0.83  -5.81  -2.88
H  -0.39  -5.58  -4.59
N  0.46  1.12  -0.40
C  0.47  -0.16  -0.83
N  -0.67  -0.66  -1.32
O  1.50  -0.86  -0.80
H  -0.27  1.78  -0.65
H  1.36  1.46  -0.10
H  -1.55  -0.17  -1.27
H  -0.60  -1.62  -1.64

Its spin multiplicity is 1. The calculation puts the LUMO energy at -0.5 eV. The value obtained for the molecular weight is 660.62 Da. The highest occupied orbital energy is -8.19 eV. Its HOMO-LUMO gap is 0.284 Eh.



*x*
A 11-piece molecular cluster, C11H44N22O11 overall, computed with ωB97M-V/def2-TZVPD.

Positions of all 88 atoms, in Å:
N  -26.59  15.94  -20.75
C  -26.09  15.77  -19.59
N  -26.68  14.83  -18.94
O  -25.22  16.41  -19.17
H  -26.02  16.50  -21.37
H  -27.50  15.56  -20.95
H  -27.57  14.39  -19.14
H  -26.11  14.55  -18.16
N  -24.01  9.52  -14.74
C  -23.83  8.45  -15.46
N  -23.14  8.81  -16.47
O  -24.29  7.36  -15.15
H  -23.48  10.36  -14.90
H  -24.37  9.53  -13.80
H  -23.31  8.21  -17.27
H  -22.70  9.71  -16.60
N  -23.00  16.33  -11.40
C  -22.30  15.33  -10.95
N  -22.10  15.44  -9.59
O  -21.77  14.53  -11.69
H  -23.03  16.55  -12.38
H  -23.24  17.07  -10.75
H  -21.29  14.97  -9.21
H  -22.34  16.35  -9.22
N  -22.01  21.25  -15.96
C  -21.68  22.07  -15.05
N  -22.46  23.09  -15.17
O  -20.61  21.96  -14.38
H  -22.67  21.42  -16.70
H  -21.36  20.48  -16.06
H  -22.16  23.93  -14.71
H  -23.22  23.20  -15.83
N  -31.44  20.34  -13.18
C  -30.39  19.63  -12.94
N  -29.48  19.65  -13.88
O  -30.21  18.87  -12.07
H  -32.21  20.23  -12.55
H  -31.42  21.21  -13.69
H  -28.77  18.94  -14.02
H  -29.81  20.28  -14.59
N  -25.06  20.60  -4.53
C  -25.51  20.14  -5.65
N  -26.76  20.18  -5.72
O  -24.87  19.60  -6.51
H  -25.62  20.89  -3.74
H  -24.06  20.71  -4.42
H  -27.28  20.44  -4.90
H  -27.10  20.13  -6.67
N  -20.82  16.30  0.53
C  -21.52  15.49  -0.20
N  -20.94  15.00  -1.26
O  -22.60  15.04  0.07
H  -21.11  16.65  1.43
H  -19.85  16.32  0.24
H  -21.41  14.39  -1.91
H  -20.00  15.34  -1.42
N  -15.53  15.15  -3.28
C  -14.61  15.12  -2.31
N  -14.48  13.86  -1.96
O  -14.35  16.11  -1.63
H  -15.70  14.39  -3.93
H  -15.80  16.09  -3.50
H  -13.86  13.87  -1.17
H  -15.03  13.15  -2.42
N  -15.30  15.58  -11.23
C  -15.52  16.87  -11.29
N  -16.72  17.10  -11.49
O  -14.63  17.68  -11.04
H  -16.05  14.90  -11.37
H  -14.49  15.20  -10.76
H  -16.98  18.05  -11.70
H  -17.42  16.38  -11.57
N  -15.99  9.40  -9.34
C  -17.13  10.00  -9.14
N  -17.90  9.70  -10.14
O  -17.33  10.75  -8.22
H  -15.75  8.63  -9.95
H  -15.30  9.87  -8.78
H  -18.74  10.23  -10.37
H  -17.70  8.86  -10.67
N  -18.90  21.71  -7.53
C  -18.15  21.77  -6.44
N  -17.06  22.44  -6.71
O  -18.29  21.13  -5.35
H  -19.68  21.08  -7.43
H  -18.78  22.15  -8.43
H  -16.78  22.79  -7.62
H  -16.30  22.31  -6.05

Its spin multiplicity is 1. The calculation puts the LUMO energy at 0.1 eV. The value obtained for the molecular weight is 660.62 Da. The highest occupied orbital energy is -9.28 eV. Its HOMO-LUMO gap is 0.344 Eh.



Of them, the most stable is *w* and the least stable is *x*.



*w*
C2H2O2S in the gas phase, computed with ωB97M-V/def2-TZVPD.

Positions of all 7 atoms, in Å:
O  -0.91  1.56  1.28
C  0.02  1.10  0.68
C  0.01  -0.31  0.11
O  -0.77  -1.10  0.62
S  0.81  -0.51  -1.28
H  1.01  1.65  0.50
H  -0.68  -1.95  0.11

Its spin multiplicity is 1. The calculation puts the LUMO energy at -0.7 eV. The value obtained for the molecular weight is 90.10 Da. The highest occupied orbital energy is -9.59 eV. Its HOMO-LUMO gap is 0.326 Eh.



*x*
A 2-piece molecular cluster, C2H2O2S overall, computed with ωB97M-V/def2-TZVPD.

Positions of all 7 atoms, in Å:
C  -0.13  1.35  -0.37
C  1.25  1.02  -0.07
O  -0.77  2.09  -4.22
O  0.05  0.27  0.21
S  0.35  1.71  -3.37
H  2.06  0.68  -0.73
H  1.60  1.51  0.81

Its spin multiplicity is 1. The calculation puts the LUMO energy (spin up / spin down) at -1.4 / -1.4 eV. The value obtained for the molecular weight is 90.10 Da. The highest occupied orbital energy (spin up / spin down) is -9.11 / -8.93 eV. Its HOMO-LUMO gap (spin up / spin down) is 0.284 / 0.275 Eh.



Of them, the most stable is *w* and the least stable is *x*.



*w*
C5H10 as an isolated structure, computed with ωB97M-V/def2-TZVPD.

Positions of all 15 atoms, in Å:
C  -0.56  -0.85  1.82
C  -0.03  -0.52  0.57
C  -1.09  -0.45  -0.61
C  -1.34  -1.59  -1.36
C  -1.74  0.71  -0.78
H  0.22  -0.78  2.61
H  -1.39  -0.18  2.18
H  -1.00  -1.87  1.87
H  0.76  0.28  0.26
H  5.93  3.43  -0.21
H  -1.98  -1.57  -2.28
H  -0.73  -2.54  -1.32
H  6.67  3.48  -0.50
H  -2.36  0.70  -1.85
H  -1.35  1.75  -0.40

Its spin multiplicity is 1. The calculation puts the LUMO energy at -1.5 eV. The value obtained for the molecular weight is 70.13 Da. The highest occupied orbital energy is -6.67 eV. Its HOMO-LUMO gap is 0.192 Eh.



*x*
C5H10 in the gas phase, computed with ωB97M-V/def2-TZVPD.

Positions of all 15 atoms, in Å:
C  -1.60  0.93  1.29
C  -0.10  0.59  0.73
C  0.23  -0.62  0.01
C  0.14  -0.61  -1.43
C  1.49  -0.46  -0.74
H  -1.61  1.99  1.71
H  -1.76  0.17  2.06
H  -2.37  0.83  0.52
H  0.02  1.36  -0.01
H  0.57  0.61  1.61
H  0.02  -1.57  0.54
H  -0.33  0.15  -2.03
H  0.20  -1.72  -1.85
H  2.26  -1.30  -0.97
H  2.03  0.54  -0.70

Its spin multiplicity is 1. The calculation puts the LUMO energy at 1.3 eV. The value obtained for the molecular weight is 70.13 Da. The highest occupied orbital energy is -9.95 eV. Its HOMO-LUMO gap is 0.412 Eh.



Of them, the most stable is *x* and the least stable is *w*.